No. 1
DFT (ωB97M-V with the def2-TZVPD basis set) results for a structure of composition C37H39Cl3NO4PSi2V.

Its total energy is -136987.491 eV. For the largest force on an atom, the calculation gives 3.25 eV Å⁻¹. The spin multiplicity is 3. Its expectation value of S² is 2.0359. For the energy above the lowest of the compared OMol25 structures with the same formula, charge and spin, the calculation gives 0.0 kJ/mol. The charge is -1. As for the gap between HOMO and LUMO (alpha / beta): 7.509 / 7.875 eV.

Each line ends with the Löwdin charge.
CARTESIAN COORDINATES (ANGSTROEM)
V: -0.41469 0.58589 0.54412  0.60
C: 5.69790 0.56733 2.87596  -0.09
C: 4.77734 1.61432 3.09458  -0.06
C: 3.39343 1.33133 3.03570  -0.10
C: 2.92163 0.08804 2.65060  -0.32
C: 3.86581 -0.99447 2.62574  -0.08
C: 5.22828 -0.73348 2.70937  -0.09
P: 1.15128 -0.09473 2.41280  1.05
C: 0.78495 -1.54720 3.33154  -0.38
C: 1.46167 -2.70076 2.94926  -0.15
C: 1.18538 -3.92476 3.52809  -0.08
C: 0.09026 -3.96478 4.39514  -0.10
C: -0.58918 -2.81835 4.80608  -0.08
C: -0.21880 -1.57407 4.27801  -0.09
C: 0.24103 1.31888 3.17683  -0.41
C: 0.43840 1.73015 4.48672  -0.15
C: -0.34342 2.76292 4.96732  -0.10
C: -1.20874 3.45311 4.06104  -0.07
C: -1.39861 3.00236 2.71946  -0.09
C: -0.61592 1.94722 2.19640  -0.21
H: 6.74510 0.82549 2.81643  0.09
H: 5.10286 2.63885 3.28704  0.10
H: 2.72855 2.12770 3.30945  0.09
H: 3.53364 -2.02192 2.46273  0.07
H: 5.88108 -1.60674 2.74416  0.10
H: 2.07605 -2.73689 2.05191  0.07
H: 1.81084 -4.83324 3.32368  0.12
H: -0.28001 -4.94462 4.77718  0.11
H: -1.43347 -2.92014 5.53564  0.12
H: -0.71243 -0.68585 4.67724  0.11
H: 1.23641 1.31166 5.05440  0.10
H: -0.44158 2.98077 6.04685  0.10
H: -1.79362 4.33600 4.37976  0.10
H: -2.20262 3.40381 2.09553  0.08
C: 3.54908 0.93947 -1.52810  -0.16
Si: 1.76776 1.47597 -1.47989  0.40
C: 1.36022 2.85900 -0.29172  -0.15
C: 1.45450 2.15222 -3.19489  -0.16
N: 0.77642 0.14656 -0.93981  -0.20
C: 1.08183 -1.12358 -1.36201  -0.30
C: 2.08367 -1.82637 -0.66264  -0.08
C: 2.44074 -3.09756 -1.01275  -0.10
C: 1.94381 -3.57550 -2.23327  -0.11
C: 1.26887 -2.79935 -3.14898  -0.03
C: 0.69679 -1.65139 -2.65193  -0.24
O: -0.21894 -0.92810 -3.32939  0.02
C: -1.39362 -1.57221 -3.75579  -0.23
C: -2.14167 -0.87097 -4.72603  -0.01
C: -3.36365 -1.38697 -5.12281  -0.09
C: -3.74648 -2.61145 -4.62130  -0.11
C: -2.96592 -3.31260 -3.68961  -0.09
C: -1.79333 -2.74816 -3.20844  -0.06
H: 4.13301 1.82798 -1.83747  0.04
H: 3.70371 0.15293 -2.28479  0.04
H: 4.11154 0.62815 -0.65419  0.02
H: 1.51919 3.77283 -0.86977  0.04
H: 1.88569 2.80904 0.62215  0.01
H: 0.27337 2.87331 -0.10962  0.02
H: 1.91220 1.50485 -3.93134  0.02
H: 1.93758 3.16236 -3.23616  0.04
H: 0.44107 2.30973 -3.50184  0.02
H: 2.49356 -1.37843 0.23612  0.07
H: 3.01927 -3.70291 -0.30100  0.10
H: 2.12481 -4.64692 -2.40081  0.10
H: 1.06762 -3.23428 -4.11784  0.12
H: -1.77090 0.11491 -5.05687  0.13
H: -3.92967 -0.97662 -5.91639  0.09
H: -4.60450 -3.18097 -5.03613  0.10
H: -3.23223 -4.30667 -3.36484  0.10
H: -1.23936 -3.25321 -2.40520  0.11
C: -3.89346 3.81703 -2.79873  -0.04
C: -3.66659 2.39124 -2.28668  -0.52
C: -5.11229 1.83324 -2.03002  -0.03
O: -2.86248 1.74976 -3.25330  -0.06
C: -2.85137 2.26438 -0.92506  -0.57
O: -3.23114 3.03432 -0.03835  0.02
O: -1.92724 1.37989 -0.87690  -0.17
H: -4.63261 3.73632 -3.64697  0.10
H: -2.93053 4.16833 -3.13288  0.07
H: -4.16903 4.44818 -1.98563  0.06
H: -5.70327 1.53126 -2.93346  0.09
H: -5.65982 2.56744 -1.44745  0.07
H: -4.96892 0.95121 -1.36628  0.04
H: -2.64875 0.83670 -2.88578  0.10
Cl: -3.48670 -1.38820 2.53953  0.18
Si: -2.36007 -1.19267 0.83667  -0.50
Cl: -3.86708 -1.53567 -0.71777  0.16
Cl: -1.37345 -3.06167 0.66764  0.16

No. 2
DFT (ωB97M-V with the def2-TZVPD basis set) results for an isolated molecule of C4H5N3.

Its total energy is -8697.779 eV. For the largest force on an atom, the calculation gives 1.39 eV Å⁻¹. For the energy above the lowest of the compared OMol25 structures with the same formula, charge and spin, the calculation gives 196.2 kJ/mol. As for the gap between HOMO and LUMO: 10.889 eV.

Each line ends with the Löwdin charge.
CARTESIAN COORDINATES (ANGSTROEM)
C: -1.61880 0.17196 0.13643  -0.11
N: -0.45190 -0.30966 -0.61881  -0.08
C: 0.80306 -0.35755 0.10253  -0.34
C: 1.91474 -0.90192 -0.72012  -0.15
N: 2.77458 -1.40561 -1.30787  0.17
C: 1.08711 0.96317 0.73257  -0.17
N: 0.98420 1.98697 1.26142  0.17
H: -1.93277 -0.63361 0.80430  0.08
H: -2.44924 0.38590 -0.54224  0.09
H: -1.49958 1.07986 0.75563  0.07
H: -0.32664 0.08439 -1.54290  0.12
H: 0.71524 -1.06390 0.93904  0.16